{"formula": "C27H35N4O6PbSb", "method": "ωB97M-V with the def2-TZVPD basis set", "symbols": ["O", "H", "Pb", "N", "N", "N", "N", "O", "O", "O", "O", "C", "C", "C", "C", "C", "H", "H", "H", "C", "H", "H", "H", "C", "C", "H", "H", "H", "H", "H", "H", "H", "H", "C", "H", "H", "H", "O", "H", "H", "C", "C", "C", "C", "C", "C", "Sb", "C", "C", "C", "C", "C", "C", "C", "C", "C", "C", "C", "C", "H", "H", "H", "H", "H", "H", "H", "H", "H", "H", "H", "H", "H", "H", "H"], "xyz": [[-1.258903, 0.675711, -6.535385], [-1.747749, 0.527266, -7.351385], [-0.875288, 0.262002, -1.668130], [-0.858916, 2.640219, -0.705094], [0.533464, 2.012162, -2.772750], [-2.789326, -0.802352, -0.594941], [-1.915691, -1.530418, -2.862878], [-1.561266, 2.745482, 0.361214], [-3.168538, -0.431192, 0.703177], [-1.304567, -2.078686, -4.015640], [1.032367, 1.683745, -3.897462], [0.972533, 3.118870, -2.098122], [0.252270, 3.425605, -0.914815], [-2.880904, -2.113057, -0.810936], [-2.351943, -2.509635, -2.080945], [0.641761, 4.412740, 0.107451], [0.911547, 3.894906, 1.042457], [-0.196426, 5.092904, 0.310084], [1.494141, 5.008755, -0.220781], [2.143002, 3.795282, -2.680164], [1.916364, 4.031892, -3.734240], [2.987353, 3.085215, -2.686162], [2.417280, 4.694543, -2.127296], [-3.411351, -3.051001, 0.194612], [-2.213380, -3.884263, -2.547502], [-4.000358, -2.548270, 0.965577], [-2.601488, -3.586612, 0.710526], [-4.042302, -3.797298, -0.297684], [-1.421351, -4.010833, -3.287452], [-3.147302, -4.204069, -3.023445], [-2.013472, -4.536140, -1.696145], [-2.820036, 0.481265, 0.781325], [-0.573143, -1.448811, -4.192167], [-2.181076, 1.284716, -5.638821], [-1.615475, 1.964298, -5.005095], [-2.652296, 0.513117, -5.026342], [-2.947061, 1.843472, -6.191272], [-3.465040, 1.733198, -1.756581], [-4.281331, 1.275327, -1.464295], [-3.570799, 2.604547, -1.334228], [1.144385, 3.197773, 4.312804], [2.263864, 2.890905, 3.534948], [2.151728, 1.978520, 2.477427], [0.933257, 1.334490, 2.231935], [-0.195543, 1.682460, 2.976621], [-0.081196, 2.596453, 4.029151], [0.880811, -0.328052, 0.841694], [2.909306, -0.928260, 1.181226], [3.907653, -0.734560, 0.220692], [5.243441, -0.915023, 0.595791], [5.553663, -1.313296, 1.904162], [4.541905, -1.523799, 2.849453], [3.203889, -1.350130, 2.478824], [-0.126346, -1.996058, 1.785106], [0.234233, -3.293873, 1.406996], [-0.320251, -4.394370, 2.072145], [-1.253363, -4.194117, 3.094192], [-1.652753, -2.900237, 3.425115], [-1.082924, -1.798713, 2.781166], [1.230744, 3.915094, 5.130669], [3.228195, 3.351617, 3.756467], [3.040851, 1.747090, 1.884004], [-1.171528, 1.248428, 2.761394], [-0.953795, 2.838318, 4.636326], [3.649931, -0.421606, -0.794294], [6.039078, -0.730797, -0.129001], [6.593430, -1.450297, 2.198689], [4.774460, -1.809674, 3.878542], [2.407597, -1.513858, 3.211432], [0.961815, -3.459617, 0.606778], [-0.023098, -5.407547, 1.794757], [-1.678456, -5.050053, 3.620108], [-2.412828, -2.744010, 4.192253], [-1.377463, -0.797802, 3.094131]], "atomic_forces_ev_per_a": [[-0.184, 0.022, -0.386], [0.279, -0.163, 0.041], [0.560, 2.101, -0.379], [1.532, 0.029, -0.423], [-0.209, 0.939, -0.064], [-0.381, -0.964, 0.400], [-0.563, -1.389, -0.369], [-0.149, 0.386, 0.560], [0.342, 0.456, 0.044], [0.745, 1.119, -0.113], [0.429, 0.102, 0.462], [-0.451, -2.070, -0.948], [-2.012, -1.610, 0.407], [0.193, 1.589, 0.066], [0.332, 1.367, -0.770], [0.118, 0.481, 0.335], [-0.197, 0.273, -0.197], [0.158, -0.199, 0.135], [-0.028, -0.050, 0.060], [0.302, 0.409, -0.268], [0.263, 0.025, 0.379], [-0.161, 0.299, -0.113], [0.040, -0.039, -0.164], [-0.253, -0.739, 0.387], [-0.218, -1.550, 0.346], [0.128, 0.004, -0.262], [-0.104, 0.081, -0.121], [0.072, -0.003, 0.103], [-0.178, 0.135, 0.310], [0.058, -0.139, 0.057], [-0.141, -0.208, -0.056], [-0.376, -0.186, -0.168], [-0.652, -0.321, -0.341], [0.113, -0.050, -0.050], [-0.051, 0.042, 0.082], [-0.176, 0.097, 0.133], [0.067, -0.017, 0.254], [-1.098, 0.125, 0.433], [0.774, 0.046, -0.385], [0.560, -0.297, -0.181], [0.103, -0.114, -0.160], [-0.233, -0.028, -0.257], [0.089, -0.079, 0.403], [-0.046, -0.506, 0.235], [0.162, 0.164, 0.325], [0.005, 0.060, -0.156], [0.491, 0.183, 0.130], [-0.500, -0.044, 0.026], [0.091, 0.028, 0.450], [-0.098, -0.151, 0.200], [-0.187, 0.131, -0.045], [-0.214, -0.051, -0.237], [0.677, 0.081, 0.017], [0.256, 0.427, 0.348], [-0.121, -0.145, 0.148], [-0.034, 0.197, -0.033], [0.046, 0.052, -0.183], [0.007, 0.006, -0.020], [-0.014, -0.367, 0.174], [-0.040, -0.253, -0.198], [-0.287, -0.086, -0.133], [-0.279, -0.028, 0.206], [0.264, 0.118, 0.030], [0.178, -0.036, -0.214], [0.107, -0.039, 0.317], [-0.216, -0.131, 0.238], [-0.216, 0.063, -0.106], [0.052, 0.036, -0.395], [0.264, 0.103, -0.245], [-0.155, 0.059, 0.277], [-0.065, 0.304, 0.071], [0.103, 0.235, -0.158], [0.249, -0.039, -0.161], [0.081, -0.284, -0.132]], "mulliken_charge": [-0.510, 0.284, 0.950, 0.381, 0.432, 0.190, 0.081, -0.657, -0.540, -0.495, -0.689, 0.346, 0.093, 0.286, 0.552, -1.033, -0.001, 0.304, 0.352, -1.373, 0.308, 0.267, 0.375, -1.570, -1.496, 0.391, 0.105, 0.495, 0.449, 0.301, 0.340, 0.325, 0.338, -0.302, 0.054, 0.131, 0.385, -0.455, 0.247, 0.260, -0.503, -0.588, -0.665, 0.455, 0.077, -0.785, 1.285, -0.024, -0.542, -0.463, -0.480, -0.676, -0.086, 0.811, -0.569, -0.645, -0.508, -0.653, -0.323, 0.375, 0.388, 0.363, 0.080, 0.383, 0.381, 0.387, 0.364, 0.378, 0.340, 0.401, 0.393, 0.352, 0.402, -0.005], "e_lumo_ev": [-0.034, -1.488], "gap_ev": [6.318, 3.240], "energy_ha": -2153.03188, "charge": 0}